Density functional theory data (ωB97M-V/def2-TZVPD) for the molecule C17H16ClN5O2.

XYZ file:
```
41
Properties=species:S:1:pos:R:3:forces:R:3
C -2.594253 -1.345637 -4.212842 -1.628 -1.015 1.120
C -1.757815 -0.975485 -3.025427 0.543 -0.542 1.109
C -0.240773 -1.372078 -3.220501 -0.329 1.292 -0.803
C 0.717034 -0.861586 -4.369521 -0.370 -0.857 1.200
O 1.588088 -1.609135 -4.762698 -0.800 1.240 -0.247
O 0.618222 0.470962 -4.698744 1.181 -1.363 -1.055
N -2.191179 -1.734032 -1.825970 0.556 3.455 1.546
C -1.886842 -1.226029 -0.513517 0.631 0.120 -0.704
N -2.072860 -2.137712 0.424353 -0.223 -0.573 1.122
C -1.812783 -1.818838 1.692948 1.385 1.551 -0.053
C -1.291898 -0.525481 2.056537 -0.605 -1.416 -1.578
C -1.046621 0.347123 0.990095 -0.717 -0.652 1.201
C -0.519016 1.722313 1.268013 1.274 -5.166 1.185
C -0.990313 2.681113 0.535984 -1.113 3.741 -0.435
N -0.254061 3.807782 0.867379 0.421 -1.619 0.711
N 0.751226 3.435393 1.735452 -0.328 1.619 0.421
C 0.594640 2.163933 2.087007 -2.461 2.036 -4.474
C 1.646322 1.419288 2.641260 2.693 -2.894 2.868
C 2.139651 0.202357 2.080549 0.338 0.507 -0.398
C 3.136185 -0.646995 2.679778 -2.026 2.147 1.203
C 3.483086 -0.308452 4.035762 -0.515 0.947 -2.918
Cl 4.584660 -1.109958 4.999501 1.186 -1.504 0.646
C 3.039721 0.888238 4.552000 -0.567 1.190 1.085
C 2.158429 1.734132 3.922412 -1.356 -0.881 -1.551
N -1.363265 0.009975 -0.259156 -0.444 -0.752 -1.790
H -3.719478 -1.236439 -4.043087 1.570 0.199 -0.061
H -2.443157 -2.427979 -4.314118 0.017 0.183 -0.889
H -2.279703 -0.732323 -5.025851 0.124 -0.027 -0.997
H -1.945397 0.056875 -2.776525 0.487 0.440 0.098
H 0.313745 -1.040136 -2.334568 -0.208 -0.289 0.100
H -0.293436 -2.462332 -3.267545 0.632 0.142 -0.110
H 1.342731 0.591346 -5.390696 -1.162 -0.019 1.158
H -2.237156 -2.724086 -1.835723 -0.021 -0.783 -0.062
H -1.855386 -2.658062 2.385914 -0.347 0.389 0.147
H -1.053316 -0.138982 3.020505 -0.004 -0.468 0.785
H -1.923667 2.543302 0.009898 0.308 0.852 -0.580
H -0.419099 4.791192 0.678193 0.233 -0.535 0.018
H 1.722231 0.014266 1.073144 0.594 -0.432 0.585
H 3.456939 -1.501484 2.114432 0.297 -0.300 0.270
H 3.290252 1.242092 5.554327 0.331 -0.706 -0.152
H 1.608311 2.471558 4.471046 0.425 0.742 0.280
```
Forces are in eV/Å.

DFT total energy, eV: -41955.341
SMILES: C[C@H](CC(=O)O)Nc1nccc(-c2c[nH]nc2-c2ccc(Cl)cc2)n1
Charge: 0
HOMO-LUMO gap, eV: 9.06
HOMO energy, eV: -8.53

Atom charges from the Löwdin analysis, given in e for atoms 1 to 5: atom 1 (C): -0.061, atom 2 (C): -0.382, atom 3 (C): -0.032, atom 4 (C): -0.474, atom 5 (O): 0.082